{"formula": "C20H32KN2O9S5", "method": "ωB97M-V/def2-TZVPD", "symbols": ["C", "H", "H", "H", "H", "H", "O", "S", "H", "C", "S", "O", "O", "C", "H", "C", "C", "C", "S", "C", "O", "H", "H", "H", "C", "H", "C", "H", "C", "H", "H", "C", "H", "H", "H", "H", "H", "N", "C", "N", "C", "H", "O", "C", "H", "H", "O", "C", "C", "H", "S", "O", "H", "O", "H", "K", "S", "H", "H", "H", "C", "H", "H", "C", "H", "O", "C", "C", "H"], "positions_angstrom": [[-2.106, -1.845, 1.498], [-5.000, -2.429, -1.911], [0.777, 0.198, -3.772], [-2.497, -0.895, 1.870], [3.124, 0.862, -4.170], [-5.728, -1.754, 0.072], [-2.373, 1.127, 2.821], [2.217, 0.641, -1.942], [4.293, 1.275, -2.891], [0.841, -0.191, -2.752], [-1.475, 2.175, 2.346], [-2.620, 0.524, 0.207], [-1.532, -2.019, -0.819], [-3.722, 5.387, -0.039], [3.327, 0.333, 2.193], [-3.533, 4.137, -0.603], [0.846, -1.711, -2.779], [3.887, -1.926, -0.780], [-2.569, 1.601, -0.772], [-4.000, -2.030, -1.741], [-0.946, 2.942, 3.470], [1.916, 0.668, 5.404], [3.322, -1.044, -0.488], [-2.279, 4.764, 2.964], [3.552, 0.542, -3.216], [-3.258, -2.656, -2.236], [1.175, 0.200, 4.760], [4.453, -2.292, 0.076], [3.109, 0.458, 3.252], [0.813, -0.707, 5.248], [0.337, 0.889, 4.630], [-2.652, 4.617, 1.962], [3.180, -3.262, -2.354], [-3.922, -1.011, -2.129], [-4.632, -0.461, 0.646], [-4.719, -1.996, 1.520], [-2.586, -2.673, 2.042], [-3.723, -2.069, -0.319], [-3.281, 5.629, 1.254], [1.803, -0.111, 3.495], [-2.888, 3.137, 0.105], [3.857, -0.069, 3.853], [1.611, -0.712, 1.336], [2.956, -2.998, -1.321], [-3.413, 6.609, 1.696], [3.499, -1.580, -3.662], [-3.614, 1.474, -1.781], [4.221, -0.811, -3.392], [-0.231, -1.225, 2.774], [3.033, -3.904, -0.720], [5.177, -1.401, -1.955], [-0.409, 1.691, 1.476], [-0.022, 0.172, -2.193], [-1.234, 1.740, -1.344], [-0.149, -1.927, 3.619], [-0.359, 0.019, 0.182], [1.162, -2.570, -1.206], [1.547, -2.104, -3.518], [-0.900, -0.404, 3.051], [-0.161, -2.039, -3.039], [-2.419, -1.942, 0.020], [-3.856, 3.899, -1.606], [4.968, -0.742, -4.186], [1.127, -0.640, 2.456], [-4.195, 6.174, -0.612], [-0.708, -1.898, 1.641], [-4.765, -1.539, 0.533], [-2.440, 3.373, 1.386], [3.123, 1.521, 3.496]], "mulliken_charge": [-0.62, 0.40, 0.70, 0.53, 0.39, 0.33, -0.87, -0.04, 0.36, 0.56, 2.00, -0.28, -0.52, -0.56, 0.17, -0.78, -1.08, 0.09, 1.24, -0.94, -0.83, 0.42, -0.23, 0.51, -0.77, 0.26, -0.96, 0.35, -1.04, 0.29, 0.25, -0.49, 0.50, 0.21, 0.19, 0.27, 0.46, 0.05, -0.58, 0.24, -0.44, 0.33, -0.62, -0.98, 0.37, 0.00, -0.85, -0.35, -0.64, 0.35, -0.18, -1.07, -0.90, -0.83, 0.37, 1.48, 0.29, 0.61, 0.41, 0.42, 0.13, 0.48, 0.39, 0.62, 0.38, -0.10, -0.86, -0.42, 0.40], "orbital_gap_ha": 0.2894, "e_homo_ha": -0.20714, "e_above_lowest_kcal_mol": 48.0, "charge": -1}

{"formula": "C20H32N2O3S", "method": "ωB97M-V/def2-TZVPD", "symbols": ["C", "H", "C", "H", "C", "H", "C", "C", "O", "H", "H", "C", "H", "S", "H", "H", "H", "C", "O", "H", "C", "H", "C", "C", "C", "C", "H", "N", "H", "H", "H", "H", "H", "H", "C", "H", "C", "H", "O", "C", "H", "H", "H", "H", "C", "H", "H", "H", "C", "C", "C", "C", "H", "N", "H", "H", "H", "H"], "positions_angstrom": [[-6.495, 6.049, -3.537], [1.695, -5.497, 0.366], [1.408, -2.060, 0.303], [-0.182, -0.036, -0.246], [1.171, -5.132, 2.868], [2.621, -4.923, 4.448], [1.351, 2.922, -0.650], [-4.615, 4.044, -3.333], [4.249, 0.713, -0.086], [-6.787, 5.597, -4.481], [2.544, -3.483, -0.851], [1.952, 0.237, -0.155], [-5.295, 3.672, -2.565], [-4.706, 5.874, -3.306], [0.616, -2.009, -0.459], [5.275, 2.379, 0.609], [-0.501, -3.155, 2.969], [-3.198, 3.564, -3.076], [2.364, -1.032, 0.080], [2.952, -3.892, 3.059], [0.331, 1.989, -0.575], [-0.653, 3.923, -1.897], [0.091, -5.705, 3.793], [2.162, -4.294, 3.688], [-0.106, -3.194, 1.954], [0.645, 0.653, -0.316], [-0.637, -6.260, 3.208], [-1.391, 3.454, -1.400], [1.655, -3.474, 4.189], [-2.811, 4.970, -1.483], [-6.709, 7.112, -3.550], [0.540, -6.372, 4.523], [6.222, 1.005, -0.013], [-3.376, 3.370, -0.931], [2.990, 1.197, -0.252], [0.380, -4.521, -0.306], [2.671, 2.524, -0.489], [-3.157, 2.483, -3.224], [-1.988, 1.630, -0.215], [-2.742, 3.891, -1.651], [-2.521, 4.035, -3.794], [2.984, -3.402, 0.856], [-0.427, -4.913, 4.328], [-0.958, -3.138, 1.263], [2.145, -3.389, 0.160], [3.448, 3.269, -0.545], [5.383, 2.088, -1.151], [1.721, -5.979, 2.440], [5.329, 1.608, -0.168], [-1.114, 2.322, -0.706], [0.793, -1.973, 1.701], [1.174, -4.542, 0.453], [-4.962, 3.720, -4.315], [0.534, -4.471, 1.743], [0.201, -1.062, 1.804], [1.143, 3.971, -0.798], [1.606, -1.931, 2.427], [-7.015, 5.575, -2.708]], "mulliken_charge": [-0.83, 0.49, -0.12, 0.45, 0.52, 0.49, -1.22, -0.73, -0.41, 0.26, 0.44, 0.62, 0.38, -0.07, 0.25, 0.38, 0.39, -0.54, -0.45, 0.31, -0.21, 0.25, -1.56, -1.41, -1.13, 0.03, 0.38, -0.12, 0.26, 0.47, 0.34, 0.46, 0.23, 0.37, 1.02, 0.41, -0.61, 0.30, -0.71, -0.99, 0.32, 0.18, 0.31, 0.37, -0.46, 0.42, 0.38, 0.28, -0.99, 0.30, -0.26, -1.19, 0.42, 0.18, 0.54, 0.43, 0.18, 0.25], "orbital_gap_ha": 0.3214, "e_homo_ha": -0.29407, "e_above_lowest_kcal_mol": 0.0}

{"formula": "C20H32N4O2", "method": "ωB97M-V/def2-TZVPD", "symbols": ["H", "C", "C", "H", "H", "N", "C", "C", "H", "H", "H", "C", "H", "H", "N", "C", "H", "H", "C", "H", "C", "H", "H", "H", "C", "C", "H", "H", "N", "C", "C", "H", "H", "H", "C", "C", "H", "H", "C", "C", "H", "C", "H", "H", "O", "N", "H", "C", "H", "O", "H", "H", "H", "C", "H", "C", "H", "H"], "positions_angstrom": [[2.907, -1.110, -3.339], [0.858, 2.240, -2.840], [3.239, -1.778, -2.549], [2.927, -2.790, -2.792], [1.517, 3.060, -2.548], [2.830, -0.662, 1.959], [2.482, 1.139, -1.229], [-3.991, 1.215, 1.980], [2.999, -2.045, -0.427], [1.912, -3.480, 3.249], [-0.706, 3.418, -1.920], [-3.472, 1.057, 0.554], [4.326, -1.747, -2.514], [-2.946, -1.124, 3.002], [1.528, -0.627, 1.693], [2.022, -2.529, 2.770], [-5.067, 0.064, 3.455], [0.117, 1.969, -0.273], [-2.540, -0.149, 0.449], [4.796, -0.804, 0.027], [2.652, -1.358, -1.202], [-4.665, 2.072, 2.036], [1.049, 0.119, -2.509], [-2.854, -0.384, -1.682], [3.174, -1.796, 2.602], [-3.276, -1.412, 0.895], [-0.026, -1.951, 2.095], [-4.312, 0.922, -0.130], [3.069, -0.019, -0.834], [-4.717, -0.049, 2.427], [1.137, 1.039, -1.930], [-4.117, -1.594, 0.223], [-1.423, -1.236, -1.052], [4.185, -1.992, 2.897], [1.023, -1.746, 2.179], [0.078, 1.014, -0.811], [-5.591, -0.208, 1.791], [-2.941, 1.961, 0.248], [-0.604, 2.702, -2.740], [-3.792, -1.258, 2.323], [-1.685, 0.011, 1.117], [-2.017, -0.316, -0.982], [3.139, 1.315, 1.489], [-2.608, -2.275, 0.833], [2.971, 2.217, -0.944], [-1.215, 0.806, -1.409], [-4.324, -2.162, 2.625], [-1.580, 1.574, -2.461], [1.088, 1.975, -3.873], [-2.604, 1.400, -3.093], [0.285, 0.220, -0.091], [1.564, -1.427, -1.221], [4.808, 0.958, -0.254], [3.703, 0.380, 1.497], [-0.912, 3.202, -3.658], [4.199, 0.108, 0.064], [-3.150, 1.406, 2.652], [4.553, 0.468, 2.177]], "mulliken_charge": [0.29, -1.04, -1.43, 0.43, 0.33, 0.20, -0.13, -0.74, 0.54, 0.42, 0.35, -0.96, 0.35, 0.29, -0.30, -0.98, 0.36, 0.04, 1.45, 0.45, -0.33, 0.39, 0.34, 0.55, -0.15, -1.13, 0.38, 0.33, 0.39, -0.74, 1.04, 0.38, 0.10, 0.42, -0.01, -0.57, 0.32, 0.31, -0.89, -0.66, 0.18, -1.77, 0.42, 0.42, -0.71, 0.78, 0.39, 0.76, 0.38, -0.70, -0.17, 0.03, 0.47, -0.96, 0.36, -0.94, 0.30, 0.41], "orbital_gap_ha": 0.3478, "e_homo_ha": -0.32411, "e_above_lowest_kcal_mol": 7.9}

{"formula": "C20H32N4O3S", "method": "ωB97M-V/def2-TZVPD", "symbols": ["H", "H", "N", "S", "C", "H", "H", "H", "H", "H", "C", "C", "H", "H", "H", "C", "N", "H", "C", "N", "H", "H", "C", "C", "H", "N", "H", "C", "H", "H", "O", "H", "H", "H", "H", "C", "C", "C", "H", "C", "C", "H", "C", "H", "C", "H", "O", "C", "H", "H", "O", "H", "C", "H", "H", "H", "C", "C", "H", "C"], "positions_angstrom": [[-4.280, 3.023, -5.884], [-3.048, 5.226, -5.042], [0.807, -1.754, -0.447], [-3.292, 1.799, -4.011], [-3.005, 0.894, 4.945], [4.670, 0.785, -0.656], [-3.265, -0.152, 5.094], [-1.921, -2.049, -1.574], [-2.574, 1.274, 5.869], [-1.729, -1.075, -0.098], [-2.016, 1.033, 3.788], [2.789, -2.479, -1.749], [0.865, -3.426, 0.788], [2.409, -2.022, -2.663], [-1.745, 0.034, -2.931], [4.314, -2.470, -1.759], [0.273, -0.408, 1.960], [-0.364, 0.662, 5.097], [4.837, -1.037, -1.799], [-2.255, 4.089, -3.476], [2.417, -3.506, -1.699], [-3.113, 0.142, -1.802], [0.416, 0.443, 3.123], [-2.649, 0.522, 2.496], [4.675, -0.688, 0.318], [-1.608, 2.516, -1.915], [-0.738, -2.736, 0.585], [4.306, -0.243, -0.610], [4.507, -0.561, -2.725], [-1.780, 2.096, 3.660], [-0.755, 1.316, -0.252], [-3.637, 0.960, 2.364], [5.929, -1.039, -1.790], [2.404, 0.310, 0.257], [2.658, -2.145, 0.368], [0.317, -2.482, 0.698], [-3.641, 3.143, -5.034], [0.036, -1.168, -1.385], [-3.917, 1.449, 4.740], [2.270, -1.686, -0.548], [-3.004, 4.253, -4.590], [2.408, 0.232, -1.510], [0.502, -1.726, 2.029], [-2.043, 0.793, 1.638], [-2.288, 2.873, -3.046], [-0.930, -0.777, 4.256], [0.825, -2.314, 3.042], [-1.479, -1.143, -1.154], [4.688, -2.967, -0.860], [-2.758, -0.560, 2.531], [0.497, -0.655, -2.390], [1.351, 0.166, 3.621], [-2.025, 0.087, -1.877], [-1.126, 3.302, -1.487], [0.484, 1.475, 2.777], [4.680, -3.025, -2.624], [2.781, -0.246, -0.604], [-0.724, 0.288, 4.137], [0.002, 0.028, 1.088], [-1.410, 1.323, -1.276]], "mulliken_charge": [0.40, 0.44, 0.19, -0.04, -1.73, 0.38, 0.37, 0.36, 0.42, 0.10, 0.89, -0.76, 0.31, 0.30, 0.66, -0.78, 0.48, 0.42, -0.62, -0.64, 0.34, 0.75, -0.99, -0.86, 0.36, -0.09, 0.55, -0.86, 0.34, 0.23, -0.60, 0.55, 0.34, 0.09, 0.61, -1.18, -0.27, 0.64, 0.41, -0.54, -0.55, 0.37, 0.72, -0.19, 0.48, 0.31, -0.71, -0.48, 0.36, 0.25, -0.71, 0.48, -1.39, 0.30, 0.44, 0.38, -0.47, -0.97, -0.13, 0.56], "orbital_gap_ha": 0.3424, "e_homo_ha": -0.32793, "e_above_lowest_kcal_mol": 0.0}